No. 1
21
Properties=species:S:1:pos:R:3 method="wB97M-V/def2-TZVPD" lumo_energy_ev=-3.31 relative_energy_kj_mol=353.37 smiles="C[NH+](C)[C@@H]1N=NCN1N" fmax_ev_per_a=5.089 e_homo_ev=-13.4 charge=+1 e_tot_ev=-11782.3339
N -0.34 0.00 -1.36
N 1.10 -1.78 -1.56
N 0.48 0.47 0.95
N 0.96 -1.68 -0.36
N -1.64 0.56 -1.51
C -0.12 -0.53 0.02
C 1.07 -0.43 2.08
C -0.54 1.35 1.41
C 0.44 -0.83 -2.30
H -0.20 -1.38 -3.15
H -1.06 -0.88 0.43
H 1.24 1.06 0.59
H 0.38 -0.81 2.84
H 1.62 -1.18 1.59
H -1.56 1.38 -1.94
H 1.21 -0.12 -2.75
H 1.94 0.12 2.57
H -0.35 2.33 1.30
H -0.85 1.13 2.36
H -2.37 -0.04 -1.97
H -1.41 1.23 0.76

=====

No. 2
18
Properties=species:S:1:pos:R:3 method="wB97M-V/def2-TZVPD" lumo_energy_ev=-3.25 relative_energy_kj_mol=86.44 fmax_ev_per_a=3.549 e_homo_ev=-15.7 charge=+1 e_tot_ev=-7873.3952
O -2.65 0.83 -1.88
N 0.40 0.42 -0.55
C 0.96 -0.98 -0.52
C 0.74 -0.05 1.74
C 0.27 1.06 0.80
C 0.55 -1.37 0.85
H 0.44 -1.47 -1.35
H 2.02 -0.96 -0.72
H 0.86 1.96 0.80
H -0.60 0.48 -0.90
H -3.35 1.36 -2.27
H 0.73 0.99 -1.32
H 1.81 0.12 1.88
H -2.38 0.28 -2.62
H -0.40 -1.91 1.04
H 0.21 -0.04 2.68
H 1.16 -2.08 1.40
H -0.77 1.37 0.95

=====

No. 3
18
Properties=species:S:1:pos:R:3 method="wB97M-V/def2-TZVPD" lumo_energy_ev=-4.40 relative_energy_kj_mol=188.23 fmax_ev_per_a=2.393 e_homo_ev=-15.6 charge=+1 e_tot_ev=-7872.3401
O -0.14 -0.47 -1.44
N -1.96 0.84 -0.31
C -1.74 2.09 -0.21
C 1.93 -1.33 1.65
C 0.72 -0.79 0.91
C 1.06 -0.31 -0.57
H 1.58 -1.63 2.65
H -0.80 2.52 -0.63
H -0.06 -1.55 0.84
H -0.01 0.05 -2.25
H 2.71 -0.54 1.74
H 1.87 -0.88 -1.03
H 1.36 0.75 -0.62
H 0.29 0.12 1.40
H -2.44 2.82 0.29
H 2.34 -2.20 1.19
H -2.69 0.48 0.31
H -1.09 0.08 -0.81

=====

No. 4
18
Properties=species:S:1:pos:R:3 method="wB97M-V/def2-TZVPD" lumo_energy_ev=-9.22 relative_energy_kj_mol=825.50 fmax_ev_per_a=4.491 e_homo_ev=-13.5 charge=+1 e_tot_ev=-7865.7353
O -1.04 -0.36 0.31
N -3.68 0.29 -0.62
C 1.31 0.22 0.86
C 1.59 0.65 -0.53
C 2.08 -0.33 1.82
C 0.91 -0.25 -1.56
H 1.22 -1.29 -1.65
H 1.62 -1.02 2.53
H 0.74 0.28 -2.50
H 0.19 -0.02 0.89
H -0.11 -0.27 -1.01
H 1.07 1.63 -0.68
H 2.64 0.94 -0.68
H -4.33 0.23 0.15
H -2.71 0.09 -0.41
H -4.05 -0.13 -1.46
H 3.15 -0.10 1.78
H -0.98 -1.16 0.87

=====

No. 5
18
Properties=species:S:1:pos:R:3 method="wB97M-V/def2-TZVPD" lumo_energy_ev=-5.13 relative_energy_kj_mol=154.76 fmax_ev_per_a=1.902 e_homo_ev=-15.1 charge=+1 e_tot_ev=-7872.6870
O 0.53 2.21 1.54
N 1.26 -1.33 -0.21
C -0.02 -0.71 0.14
C 2.26 -1.37 0.59
C -0.96 -0.52 -1.07
C -1.84 0.70 -0.89
H -0.43 -1.27 0.99
H 1.30 -2.02 -0.96
H 3.13 -1.94 0.32
H -2.63 0.59 -0.14
H -1.56 -1.43 -1.09
H -1.27 1.57 -0.57
H 0.87 2.76 0.84
H 0.04 0.25 0.69
H -0.33 -0.40 -1.95
H 2.13 -0.79 1.50
H -0.08 2.74 2.08
H -2.39 0.96 -1.79

=====

No. 6
19
Properties=species:S:1:pos:R:3 method="wB97M-V/def2-TZVPD" lumo_energy_ev=4.32 relative_energy_kj_mol=40.05 fmax_ev_per_a=2.321 e_homo_ev=-3.5 charge=-1 e_tot_ev=-9927.8089
O 0.92 -0.15 -0.73
O 0.59 0.00 1.72
N 1.83 -2.03 1.12
C 0.29 0.70 -1.68
C 0.71 -1.47 1.80
C -2.02 0.76 -0.51
C -0.77 1.54 -0.96
H -0.26 2.04 -0.11
H -1.70 -0.06 0.16
H -0.10 0.11 -2.54
H 1.81 -1.71 0.16
H 1.05 1.37 -2.16
H -2.57 0.30 -1.33
H -2.63 1.37 0.12
H 0.76 -1.65 2.88
H -1.08 2.41 -1.57
H -0.17 -1.92 1.38
H 2.71 -1.76 1.53
H 0.64 0.13 0.71